Computed, not measured: a structure of composition C49H69Br2MnN4P2Si, with the ωB97M-V functional and the def2-TZVPD basis.

Computed properties:
LUMO (alpha / beta) in eV: -3.0 / -3.0
Total charge: +1
E_tot in eV: -255750.8329
2S+1: 2
E_HOMO (alpha / beta) in eV: -9.42 / -9.28
Energy relative to the best compared isomer or geometry (same formula, charge and spin) in kJ/mol: 10.6
Max |F| in eV Å⁻¹: 1.204

Each line ends with the Löwdin charge.
CARTESIAN COORDINATES (ANGSTROEM)
Mn 1.05 0.57 -0.92  0.309
C 1.00 -2.73 -2.54  -0.210
Si -0.06 -1.47 -1.55  0.596
C -1.68 -1.46 -2.62  -0.285
C -1.84 -2.51 -3.54  -0.104
C -2.87 -2.54 -4.47  -0.070
C -3.79 -1.50 -4.51  -0.073
C -3.68 -0.47 -3.60  -0.092
C -2.65 -0.43 -2.65  -0.383
P -2.54 0.80 -1.32  1.088
C -3.90 0.25 -0.17  -0.424
C -5.37 0.27 -0.62  -0.184
C -6.26 -0.67 0.24  -0.185
C -5.69 -0.81 1.65  -0.201
C -4.34 -1.54 1.58  -0.179
C -3.57 -1.18 0.29  -0.226
C -2.95 2.50 -1.95  -0.421
C -2.80 3.47 -0.73  -0.210
C -4.13 4.11 -0.34  -0.194
C -4.68 4.97 -1.48  -0.185
C -4.37 4.36 -2.86  -0.188
C -4.19 2.85 -2.79  -0.206
C -0.27 -2.63 -0.05  -0.316
C -1.25 -3.63 0.02  -0.099
C -1.17 -4.65 0.95  -0.064
C -0.08 -4.71 1.82  -0.067
C 0.89 -3.73 1.77  -0.100
C 0.79 -2.67 0.86  -0.342
P 1.97 -1.26 0.86  1.109
C 3.71 -1.93 0.88  -0.417
C 4.17 -2.52 -0.46  -0.215
C 5.68 -2.78 -0.46  -0.192
C 6.10 -3.68 0.69  -0.200
C 5.59 -3.15 2.02  -0.188
C 4.08 -2.94 1.97  -0.207
C 1.76 -0.45 2.53  -0.389
C 2.78 0.70 2.68  -0.206
C 3.95 0.39 3.61  -0.183
C 3.44 -0.04 4.98  -0.191
C 2.63 -1.33 4.86  -0.196
C 1.47 -1.19 3.86  -0.160
H 0.55 -3.72 -2.43  0.039
H 2.00 -2.82 -2.11  0.001
H 1.09 -2.55 -3.61  0.028
H -1.14 -3.32 -3.55  0.080
H -2.95 -3.37 -5.17  0.107
H -4.59 -1.51 -5.24  0.108
H -4.43 0.31 -3.62  0.081
H -3.79 0.92 0.69  0.097
H -5.44 -0.04 -1.66  0.094
H -5.76 1.28 -0.55  0.092
H -6.31 -1.66 -0.22  0.115
H -7.28 -0.28 0.27  0.111
H -6.38 -1.34 2.30  0.110
H -5.56 0.19 2.08  0.110
H -4.50 -2.61 1.61  0.111
H -3.73 -1.30 2.46  0.103
H -3.84 -1.87 -0.51  0.117
H -2.49 -1.34 0.44  0.060
H -2.10 2.71 -2.61  0.078
H -2.09 4.27 -0.99  0.116
H -2.36 2.95 0.12  0.066
H -4.01 4.71 0.56  0.112
H -4.84 3.32 -0.08  0.097
H -4.25 5.97 -1.42  0.108
H -5.76 5.10 -1.36  0.109
H -3.44 4.80 -3.26  0.112
H -5.15 4.61 -3.57  0.110
H -4.08 2.44 -3.79  0.103
H -5.09 2.40 -2.37  0.098
H -2.09 -3.61 -0.67  0.100
H -1.94 -5.41 0.99  0.108
H 0.00 -5.52 2.54  0.108
H 1.70 -3.78 2.48  0.084
H 4.30 -1.02 1.05  0.106
H 3.93 -1.86 -1.27  0.067
H 3.64 -3.46 -0.64  0.122
H 6.20 -1.82 -0.39  0.116
H 5.98 -3.23 -1.42  0.113
H 7.19 -3.79 0.71  0.112
H 5.69 -4.69 0.53  0.119
H 6.08 -2.19 2.25  0.113
H 5.85 -3.84 2.83  0.116
H 3.70 -2.63 2.94  0.068
H 3.61 -3.90 1.73  0.112
H 0.80 0.03 2.31  0.045
H 2.26 1.58 3.08  0.110
H 3.16 0.99 1.69  0.083
H 4.58 1.28 3.70  0.114
H 4.58 -0.39 3.19  0.097
H 2.79 0.75 5.38  0.118
H 4.26 -0.17 5.68  0.114
H 2.22 -1.61 5.83  0.116
H 3.30 -2.14 4.58  0.090
H 0.69 -0.62 4.37  0.116
H 1.02 -2.17 3.67  0.088
Br -1.72 3.85 4.37  0.833
C -0.94 2.89 2.98  -0.679
C -1.46 1.67 2.59  -0.078
C -0.87 1.03 1.51  -0.159
N 0.19 1.50 0.86  0.030
C 0.73 2.64 1.31  -0.215
C 0.18 3.39 2.33  -0.050
C 1.99 3.06 0.62  -0.208
C 2.83 4.02 1.17  -0.046
C 3.96 4.38 0.46  -0.678
Br 5.14 5.65 1.17  0.838
C 4.22 3.79 -0.76  -0.074
C 3.33 2.82 -1.21  -0.102
N 2.25 2.43 -0.53  0.075
H -2.32 1.23 3.08  0.115
H -1.26 0.09 1.14  0.085
H 0.59 4.34 2.63  0.110
H 2.62 4.46 2.13  0.112
H 5.08 4.06 -1.35  0.114
H 3.51 2.34 -2.16  0.092
N 0.36 1.61 -2.78  -0.020
C 1.36 1.62 -3.85  -0.225
C 2.07 0.30 -3.83  -0.217
N 2.52 0.00 -2.47  -0.034
H -0.47 1.08 -3.06  0.051
H 0.05 2.55 -2.56  0.088
H 2.04 2.46 -3.68  0.103
H 0.91 1.78 -4.83  0.128
H 2.89 0.29 -4.56  0.129
H 1.37 -0.47 -4.12  0.101
H 3.41 0.45 -2.27  0.081
H 2.69 -0.99 -2.38  0.024

Computed, not measured: a structure of composition C20H31CaO8, with the ωB97M-V functional and the def2-TZVPD basis.

Computed properties:
LUMO in eV: -1.9
Total charge: +1
E_tot in eV: -56059.2357
2S+1: 1
E_HOMO in eV: -9.85
Energy relative to the best compared isomer or geometry (same formula, charge and spin) in kJ/mol: 0.0
Max |F| in eV Å⁻¹: 0.206

Each line ends with the Löwdin charge.
CARTESIAN COORDINATES (ANGSTROEM)
Ca 0.25 0.04 0.33  1.518
C 1.61 1.89 3.00  -0.147
C 0.53 2.78 2.43  -0.161
O -0.46 1.89 1.93  -0.222
C -1.65 2.49 1.42  -0.153
C -2.71 1.41 1.46  -0.151
O -2.20 0.27 0.77  -0.219
C -2.65 -0.99 1.28  -0.149
C -1.84 -1.38 2.49  -0.147
O -0.45 -1.49 2.16  -0.217
C -0.04 -2.82 1.83  -0.160
C 1.46 -2.81 1.64  -0.152
O 1.74 -1.88 0.61  -0.239
C 3.07 -1.91 0.11  -0.158
C 3.12 -0.88 -1.00  -0.133
O 2.55 0.37 -0.60  -0.223
C 3.40 1.31 0.03  -0.149
C 3.42 1.14 1.54  -0.151
O 2.08 0.99 2.00  -0.193
H 1.20 1.30 3.82  0.139
H 2.43 2.50 3.40  0.134
H 0.92 3.41 1.62  0.144
H 0.12 3.42 3.21  0.141
H -1.46 2.83 0.40  0.126
H -1.95 3.33 2.04  0.141
H -3.62 1.77 0.97  0.144
H -2.94 1.17 2.50  0.132
H -2.48 -1.69 0.46  0.128
H -3.72 -0.95 1.50  0.144
H -2.20 -2.33 2.91  0.138
H -1.90 -0.62 3.27  0.130
H -0.52 -3.14 0.90  0.136
H -0.31 -3.50 2.64  0.141
H 1.79 -3.82 1.35  0.144
H 1.97 -2.52 2.56  0.144
H 3.31 -2.89 -0.29  0.144
H 3.78 -1.68 0.92  0.127
H 2.51 -1.21 -1.84  0.142
H 4.15 -0.73 -1.34  0.139
H 3.00 2.29 -0.23  0.139
H 4.42 1.25 -0.36  0.139
H 3.89 2.02 2.00  0.134
H 3.99 0.26 1.84  0.123
C -1.21 2.59 -3.25  -0.010
C -0.95 1.31 -2.48  -0.359
O -0.34 1.44 -1.40  -0.112
C -1.40 0.05 -3.00  -0.094
C -2.10 0.04 -4.24  -0.045
C -2.56 -1.11 -4.81  -0.091
C -2.33 -2.33 -4.16  -0.073
C -1.66 -2.37 -2.96  -0.020
C -1.17 -1.20 -2.33  -0.352
O -0.55 -1.32 -1.20  -0.228
H -0.78 3.42 -2.69  0.082
H -2.28 2.75 -3.38  0.093
H -0.75 2.55 -4.24  0.094
H -2.27 0.97 -4.75  0.103
H -3.08 -1.09 -5.76  0.102
H -2.68 -3.26 -4.60  0.108
H -1.48 -3.32 -2.46  0.110

Computed, not measured: the molecule C3H8OSi, with the ωB97M-V functional and the def2-TZVPD basis.

Computed properties:
LUMO in eV: 0.4
E_tot in eV: -13164.1594
2S+1: 1
SMILES string: C=CO[SiH2]C
E_HOMO in eV: -8.10
Energy relative to the best compared isomer or geometry (same formula, charge and spin) in kJ/mol: 180.3
Max |F| in eV Å⁻¹: 5.117

Each line ends with the Löwdin charge.
CARTESIAN COORDINATES (ANGSTROEM)
C 2.56 1.41 0.80  0.000
C 1.76 0.86 -0.16  -0.449
O 0.98 -0.17 -0.03  -0.264
Si -1.06 0.11 -0.54  0.812
C -1.89 0.85 0.98  -0.232
H 3.08 2.29 0.47  0.023
H 2.58 1.03 1.81  0.043
H 1.90 1.17 -1.20  0.091
H -1.48 -1.19 -1.03  -0.060
H -0.93 1.10 -1.66  -0.034
H -2.93 0.58 0.96  0.018
H -1.21 0.61 1.77  0.028
H -1.89 1.91 0.72  0.026

Computed, not measured: the molecule C5H10O, with the ωB97M-V functional and the def2-TZVPD basis.

Computed properties:
LUMO in eV: 1.0
E_tot in eV: -7393.9361
2S+1: 1
SMILES string: OC1CCCC1
E_HOMO in eV: -10.09
Energy relative to the best compared isomer or geometry (same formula, charge and spin) in kJ/mol: 80.0
Max |F| in eV Å⁻¹: 1.525

Each line ends with the Löwdin charge.
CARTESIAN COORDINATES (ANGSTROEM)
O 1.69 -1.04 0.36  -0.034
C 1.02 -0.14 -0.52  -0.458
C 0.57 1.10 0.24  -0.115
C -0.73 0.50 1.06  -0.154
C -1.44 -0.47 0.05  -0.150
C -0.27 -0.72 -1.06  -0.141
H 2.33 -0.53 0.89  0.093
H 1.53 -0.08 -1.50  0.138
H 1.39 1.57 0.83  0.109
H 0.25 1.87 -0.48  0.109
H -1.35 1.33 1.42  0.091
H -0.40 -0.08 1.93  0.096
H -1.72 -1.45 0.46  0.092
H -2.38 -0.02 -0.34  0.098
H 0.00 -1.74 -1.39  0.117
H -0.49 -0.12 -1.96  0.107

Computed, not measured: a cluster of 5 separate species, C33H51F12NO12P in total, with the ωB97M-V functional and the def2-TZVPD basis.

Computed properties:
LUMO (alpha / beta) in eV: 0.2 / -0.3
E_tot in eV: -102996.0623
2S+1: 2
E_HOMO (alpha / beta) in eV: -8.87 / -9.46
Max |F| in eV Å⁻¹: 9.770

Each line ends with the Löwdin charge.
CARTESIAN COORDINATES (ANGSTROEM)
C -3.06 -5.57 -2.02  0.070
C -2.67 -4.34 -1.40  -0.033
C -2.08 -2.87 -0.96  -0.365
C -3.37 -2.00 -0.35  -0.175
C -4.76 -2.24 -1.18  -0.222
P -5.99 -0.76 -1.14  0.776
O -6.42 -0.48 -2.63  -0.371
O -7.41 -1.18 -0.23  -0.299
C -8.55 -1.52 -1.10  -0.283
C -8.36 -2.97 -1.91  -0.105
O -5.17 0.55 -0.34  -0.305
C -5.21 1.80 -1.11  -0.262
C -3.93 2.72 -0.54  -0.093
C -0.86 -2.95 0.17  -0.074
C 0.53 -3.55 -0.45  -0.412
C 1.83 -2.66 0.08  -0.054
C 0.74 -5.05 0.25  -0.075
N 0.52 -3.80 -1.94  -0.134
O 1.72 -4.23 -2.37  -0.041
C -0.02 -2.64 -2.75  -0.407
C 1.03 -1.40 -2.98  -0.062
C -0.32 -3.26 -4.27  -0.066
C -1.45 -2.03 -2.23  -0.073
H -3.67 -6.36 -2.67  0.060
H -3.00 -0.89 -0.30  0.112
H -3.52 -2.38 0.76  0.130
H -5.33 -3.14 -0.64  0.111
H -4.62 -2.56 -2.30  0.111
H -9.48 -1.70 -0.37  0.129
H -8.89 -0.65 -1.82  0.125
H -7.24 -3.27 -1.96  0.053
H -8.77 -2.86 -3.02  0.093
H -9.00 -3.83 -1.38  0.086
H -5.02 1.69 -2.26  0.126
H -6.18 2.39 -0.81  0.130
H -3.03 2.45 -1.26  0.079
H -4.11 3.87 -0.67  0.068
H -3.60 2.39 0.53  0.087
H -0.69 -1.83 0.52  0.139
H -1.15 -3.58 1.12  0.125
H 1.70 -1.49 -0.15  0.066
H 1.85 -2.75 1.25  0.094
H 2.86 -3.06 -0.31  0.099
H 0.49 -5.04 1.40  0.088
H -0.07 -5.77 -0.24  0.096
H 1.84 -5.41 0.00  0.088
H 0.67 -0.78 -3.91  0.100
H 1.04 -0.65 -2.05  0.066
H 2.13 -1.78 -3.24  0.107
H -1.22 -2.73 -4.80  0.083
H 0.66 -3.24 -4.94  0.096
H -0.59 -4.41 -4.14  0.092
H -2.27 -1.94 -3.05  0.127
H -1.22 -0.94 -1.82  0.127
C 5.00 2.57 0.57  -0.053
C 3.78 2.85 1.43  -0.200
O 2.66 3.23 0.61  0.017
C 1.95 2.21 0.03  -0.316
O 2.23 1.02 0.18  0.130
C 0.77 2.75 -0.77  -0.468
F 1.11 3.83 -1.54  0.144
F -0.24 3.17 0.04  0.134
F 0.23 1.84 -1.62  0.127
H 5.23 3.43 -0.07  0.052
H 5.87 2.35 1.20  0.086
H 4.83 1.71 -0.09  0.086
H 3.98 3.69 2.10  0.127
H 3.52 1.99 2.06  0.126
C 11.00 5.38 0.97  -0.063
C 9.78 5.66 1.83  -0.211
O 8.66 6.05 1.00  0.011
C 7.95 5.02 0.43  -0.319
O 8.23 3.83 0.58  0.140
C 6.77 5.57 -0.37  -0.470
F 7.11 6.64 -1.14  0.146
F 5.76 5.99 0.44  0.144
F 6.23 4.65 -1.22  0.123
H 11.23 6.24 0.33  0.085
H 11.87 5.17 1.60  0.084
H 10.83 4.53 0.31  0.078
H 9.98 6.50 2.50  0.127
H 9.52 4.80 2.46  0.126
C 2.36 -8.33 1.57  -0.063
C 3.64 -7.68 2.04  -0.210
O 3.47 -7.14 3.36  0.008
C 3.62 -8.03 4.40  -0.324
O 3.87 -9.23 4.24  0.144
C 3.47 -7.32 5.74  -0.471
F 2.41 -6.46 5.77  0.138
F 4.57 -6.59 6.06  0.141
F 3.27 -8.18 6.78  0.142
H 1.52 -7.63 1.64  0.067
H 2.45 -8.67 0.53  0.087
H 2.10 -9.20 2.19  0.079
H 3.88 -6.84 1.39  0.121
H 4.49 -8.37 2.00  0.126
C -2.91 6.97 0.87  -0.059
C -4.27 6.46 1.30  -0.212
O -5.17 7.55 1.54  0.010
C -5.79 8.08 0.44  -0.322
O -5.60 7.68 -0.71  0.144
C -6.75 9.20 0.85  -0.471
F -6.21 10.05 1.78  0.139
F -7.89 8.71 1.41  0.142
F -7.14 9.98 -0.19  0.142
H -2.52 7.68 1.60  0.085
H -2.20 6.15 0.76  0.077
H -2.97 7.50 -0.09  0.080
H -4.17 5.91 2.24  0.129
H -4.69 5.76 0.56  0.104

Computed, not measured: a structure of composition C2H8NOSi, with the ωB97M-V functional and the def2-TZVPD basis.

Computed properties:
LUMO (alpha / beta) in eV: -3.7 / -7.5
Total charge: +1
E_tot in eV: -13606.0294
2S+1: 3
E_HOMO (alpha / beta) in eV: -10.87 / -15.79
Max |F| in eV Å⁻¹: 4.470

Each line ends with the Löwdin charge.
CARTESIAN COORDINATES (ANGSTROEM)
C -0.68 -0.46 -0.24  -0.471
C 0.76 0.62 0.53  -0.045
N 0.09 1.50 1.36  0.112
O -1.62 0.18 0.02  0.008
Si -0.17 -1.75 -1.58  0.723
H 1.46 0.02 1.08  0.125
H 1.04 1.02 -0.44  0.121
H -1.04 1.16 1.06  0.215
H 0.12 2.51 1.28  0.171
H 0.33 1.18 2.33  0.195
H -0.76 -1.40 -3.01  -0.024
H -0.72 -2.94 -0.82  -0.028
H 1.20 -1.63 -1.58  -0.102